Entry 1:
Entry from OMol25: a 16-piece molecular cluster, C64H112N16 overall at a distorted geometry (ωB97M-V/def2-TZVPD).

Each line ends with the Mulliken charge.
CARTESIAN COORDINATES (ANGSTROEM)
C: -8.673525 0.104795 1.288778  -1.33
C: -7.257680 0.185208 1.937550  -0.67
C: -6.181482 -0.648390 1.187601  1.17
C: -6.439693 -2.064692 1.008246  0.35
N: -6.620127 -3.196517 0.855553  -0.61
H: -8.954797 -0.947570 1.327574  0.35
H: -8.694686 0.367503 0.231122  0.30
H: -9.380932 0.713961 1.851445  0.39
H: -7.344839 -0.079271 2.991379  0.32
H: -6.854063 1.197605 1.922191  0.39
H: -5.197561 -0.481179 1.625825  -0.61
H: -6.102886 -0.241297 0.179536  -0.09
C: -0.577653 5.269265 -1.221953  -1.69
C: -0.497764 4.007707 -0.360072  1.09
C: 0.602272 4.035854 0.699425  1.85
C: 1.961034 4.379473 0.211800  -0.09
N: 3.023959 4.649970 -0.177257  -0.70
H: -1.366234 5.105383 -1.956372  0.54
H: 0.349112 5.641746 -1.658369  0.30
H: -0.983502 6.111478 -0.661540  0.34
H: -0.362059 3.134565 -0.998269  -1.34
H: -1.515269 3.919175 0.020648  0.44
H: 0.635631 3.042495 1.146893  -0.90
H: 0.332899 4.689820 1.528806  0.11
C: 1.543986 5.724072 4.503584  -1.23
C: 2.671226 5.635348 3.497665  -0.06
C: 3.550850 4.398730 3.780622  -0.54
C: 2.935448 3.179172 3.212427  0.02
N: 2.477872 2.207917 2.787308  -0.23
H: 0.920810 4.829799 4.499397  0.17
H: 0.907021 6.580719 4.283263  0.33
H: 1.851276 5.818510 5.545096  0.47
H: 3.345429 6.491000 3.535406  0.43
H: 2.284353 5.501826 2.487424  -0.15
H: 3.669297 4.189672 4.843811  0.39
H: 4.521972 4.593643 3.325628  0.36
C: 1.066198 -1.384346 -0.147236  0.58
C: 0.767694 0.013756 0.309778  1.29
C: -0.413381 -0.021303 1.278241  2.38
C: -1.716625 -0.424373 0.762526  -1.06
N: -2.780390 -0.740864 0.326089  -0.23
H: 1.923322 -1.469020 -0.815269  -0.18
H: 0.250994 -1.834134 -0.714025  -0.50
H: 1.338394 -2.037627 0.681751  -0.66
H: 0.576573 0.613859 -0.579858  -0.21
H: 1.660329 0.406670 0.796515  -0.51
H: -0.579710 0.979687 1.676289  -0.44
H: -0.186441 -0.697149 2.102758  -0.42
C: 2.484079 -5.273286 2.546990  -1.03
C: 1.435329 -6.355597 2.183622  0.39
C: 1.653052 -6.954106 0.815627  -0.80
C: 1.802869 -5.999921 -0.349898  0.28
N: 1.898673 -5.321522 -1.244662  -0.43
H: 2.714362 -5.252310 3.612184  0.36
H: 2.040707 -4.317836 2.266596  0.09
H: 3.407173 -5.385160 1.978227  0.37
H: 0.454817 -5.884534 2.252760  -0.46
H: 1.438571 -7.191322 2.883378  0.37
H: 0.747148 -7.534882 0.641997  0.40
H: 2.494394 -7.647075 0.822055  0.39
C: 1.620838 -2.394582 -3.655927  0.90
C: 1.873422 -2.748821 -5.166906  -1.18
C: 1.511460 -1.658959 -6.179355  -0.41
C: 2.484531 -0.559724 -6.145210  0.27
N: 3.219492 0.328496 -6.121190  -0.54
H: 0.552685 -2.339138 -3.446000  -0.01
H: 2.040182 -1.407780 -3.459748  -0.69
H: 2.056285 -3.103856 -2.952061  0.25
H: 1.247270 -3.625636 -5.331922  0.48
H: 2.912206 -3.065762 -5.259455  0.30
H: 0.446481 -1.433071 -6.125520  0.22
H: 1.660402 -2.015305 -7.198641  0.41
C: 2.415665 4.917622 -3.695752  -0.79
C: 3.297859 3.954315 -4.505836  -0.64
C: 4.073980 2.950874 -3.573589  -0.92
C: 3.302291 1.919845 -2.917191  0.11
N: 2.698682 1.051188 -2.359921  -0.01
H: 1.728267 4.348109 -3.070260  -0.15
H: 1.952947 5.556620 -4.447871  0.43
H: 2.956352 5.556195 -2.997201  0.46
H: 3.988611 4.513292 -5.137122  0.48
H: 2.664254 3.504917 -5.270480  0.22
H: 4.568594 3.531610 -2.794997  0.43
H: 4.872884 2.438536 -4.109647  0.38
C: 6.032992 -0.604049 0.847309  -1.62
C: 5.051570 0.475588 0.458478  2.84
C: 5.667318 1.922045 0.680762  -0.06
C: 6.016290 2.212354 2.054168  -0.08
N: 6.295569 2.450840 3.152936  -0.58
H: 5.655511 -1.612524 0.678249  0.31
H: 6.367884 -0.558329 1.883577  0.46
H: 6.929803 -0.462312 0.244203  0.44
H: 4.179074 0.415477 1.109049  -1.14
H: 4.717113 0.359786 -0.572458  -1.20
H: 5.030072 2.741709 0.348821  0.03
H: 6.618137 2.015415 0.156043  0.58
C: 4.725191 -2.289892 -2.261370  -0.63
C: 5.373764 -1.154955 -3.081076  0.97
C: 6.573272 -1.469741 -3.995977  -0.73
C: 6.195517 -2.415599 -5.082371  0.23
N: 5.838956 -3.116647 -5.918847  -0.48
H: 5.360129 -2.513720 -1.404136  0.42
H: 4.587532 -3.184694 -2.868397  0.53
H: 3.754354 -2.016485 -1.848052  -0.46
H: 5.592670 -0.347049 -2.382890  -0.12
H: 4.623794 -0.732002 -3.749483  -0.46
H: 7.314475 -1.862656 -3.300028  0.39
H: 7.025561 -0.577655 -4.429259  0.38
C: -2.873316 6.245881 1.768994  -0.80
C: -3.260010 5.961920 3.240825  -0.85
C: -2.277060 5.130972 4.033392  -0.02
C: -1.897847 3.852695 3.439507  0.27
N: -1.699371 2.821166 2.989428  -0.32
H: -1.811424 6.480414 1.694911  0.18
H: -3.492474 7.044536 1.360488  0.41
H: -2.954418 5.358530 1.141192  0.18
H: -4.253955 5.533392 3.369459  0.35
H: -3.382308 6.920667 3.744747  0.41
H: -2.707441 5.017857 5.028426  0.45
H: -1.379675 5.743718 4.118975  -0.26
C: -0.805949 0.163789 -3.535719  0.46
C: -0.988019 1.682162 -3.879906  0.93
C: -0.023311 2.134504 -5.001680  0.87
C: -0.343934 1.590107 -6.368204  -0.22
N: -0.629396 1.144917 -7.404643  -0.60
H: -1.044578 -0.407895 -4.432562  0.31
H: -1.411779 -0.173153 -2.694568  -0.24
H: 0.194160 0.034063 -3.122133  -0.59
H: -0.783314 2.282431 -2.993401  -1.17
H: -1.992025 1.915349 -4.234436  0.47
H: 1.010779 1.811082 -4.882675  -0.83
H: -0.025251 3.223785 -5.041122  0.57
C: -4.179830 -3.767051 -1.699666  -0.83
C: -2.865422 -4.022583 -2.409966  -0.80
C: -1.604345 -4.184242 -1.535918  1.71
C: -1.599932 -5.466891 -0.810482  -0.34
N: -1.596831 -6.454647 -0.190322  -0.58
H: -4.627120 -4.595452 -1.150312  0.54
H: -4.893784 -3.411885 -2.442788  0.41
H: -4.030412 -3.002390 -0.937402  -0.18
H: -2.720686 -3.425561 -3.310357  0.41
H: -2.952825 -4.957730 -2.963097  0.51
H: -1.358769 -3.321730 -0.916345  -0.79
H: -0.711115 -4.289279 -2.151726  0.03
C: -5.682133 -0.054956 -5.126632  -1.40
C: -4.476917 -0.734779 -4.428560  -0.32
C: -4.396560 -0.388497 -2.967415  1.13
C: -4.192087 1.085670 -2.717121  -0.02
N: -4.040725 2.235430 -2.504342  -0.68
H: -5.599321 -0.202204 -6.203460  0.39
H: -5.758552 1.012263 -4.918545  0.35
H: -6.567311 -0.550477 -4.727848  0.34
H: -3.482849 -0.587877 -4.850880  0.19
H: -4.572814 -1.817840 -4.505280  0.32
H: -3.587046 -0.910453 -2.457167  -0.75
H: -5.300005 -0.653272 -2.418071  0.54
C: -2.994210 -6.082792 2.841153  -1.16
C: -3.680323 -4.918661 2.155466  0.19
C: -3.169852 -3.579894 2.589254  0.73
C: -1.750362 -3.430213 2.287523  -0.50
N: -0.637882 -3.323774 2.034350  0.05
H: -3.098504 -6.175074 3.922218  0.33
H: -1.936977 -6.078741 2.575919  0.05
H: -3.367569 -7.000397 2.386506  0.42
H: -4.766213 -5.008624 2.126086  0.48
H: -3.404383 -5.046375 1.108727  -0.42
H: -3.320092 -3.521705 3.667273  0.47
H: -3.662302 -2.734412 2.108870  -0.54
C: -2.362968 -0.983609 4.913353  -1.39
C: -3.334380 -0.086785 4.247724  0.93
C: -3.800656 1.131696 5.141810  -0.55
C: -4.950689 1.848204 4.596826  0.17
N: -5.832896 2.417933 4.094037  -0.58
H: -2.037588 -1.828194 4.305985  0.00
H: -2.864674 -1.424803 5.774595  0.43
H: -1.436157 -0.520098 5.251390  0.36
H: -4.157277 -0.671636 3.836775  0.06
H: -2.923927 0.345345 3.335090  -0.22
H: -3.036918 1.860908 5.412096  0.32
H: -4.203675 0.708814 6.062048  0.47
C: 2.120499 -1.262885 3.462927  0.01
C: 3.174156 -1.315183 4.517391  -1.24
C: 4.227656 -0.262704 4.428260  1.05
C: 5.426077 -0.704769 5.170636  0.01
N: 6.369245 -1.038734 5.662270  -0.48
H: 2.567481 -1.448853 2.486335  -0.13
H: 1.698744 -0.257839 3.473688  0.06
H: 1.257018 -1.908523 3.623103  0.24
H: 3.574078 -2.324697 4.422269  0.45
H: 2.780043 -1.317972 5.533643  0.45
H: 3.879724 0.674887 4.861809  0.15
H: 4.555047 -0.005290 3.420953  -0.65

Force components x, y, z for each atom (eV/Å):
C 1.09 -0.49 0.42
C -0.31 0.04 -0.75
C -0.42 0.85 -0.02
C -0.12 -1.19 0.21
N 0.12 0.86 0.12
H -0.41 0.00 0.11
H 0.16 0.31 0.05
H -0.02 -0.09 -0.13
H 0.15 -0.23 -0.03
H -0.22 0.09 0.04
H 0.03 -0.24 0.08
H 0.06 0.12 -0.13
C -0.58 0.31 0.14
C 0.16 0.80 -1.05
C -0.27 -0.50 0.26
C 0.77 0.19 -0.58
N -1.58 -0.46 0.63
H 0.35 -0.03 -0.49
H 0.02 -0.41 -0.21
H 0.13 0.06 0.43
H 0.19 -0.04 -0.04
H 0.30 -0.38 0.75
H 0.36 -0.04 0.10
H 0.13 0.29 -0.04
C -0.56 0.30 0.10
C 0.32 -0.81 0.62
C -0.40 -0.15 -0.53
C 0.34 -0.35 -0.13
N 0.16 0.67 0.22
H -0.08 -0.15 -0.29
H -0.12 0.04 0.03
H 0.42 0.16 -0.07
H -0.31 0.18 -0.07
H 0.06 0.45 0.02
H 0.20 0.27 0.06
H 0.08 -0.59 0.08
C 0.81 -1.01 -0.49
C -0.11 -0.61 -0.60
C 0.04 0.81 0.44
C -3.85 -1.38 -2.25
N 4.03 1.17 1.73
H 0.08 0.49 -0.15
H -0.24 -0.04 0.20
H -0.41 -0.08 0.12
H -0.16 0.33 0.14
H -0.26 0.28 0.26
H 0.00 0.05 0.34
H 0.02 0.04 0.09
C -0.57 -0.18 -0.16
C 0.73 0.98 0.53
C -0.56 0.14 -1.05
C -0.44 -2.57 3.50
N 0.24 1.85 -2.26
H -0.01 0.00 -0.04
H 0.21 0.18 0.07
H 0.09 -0.13 0.10
H -0.09 -0.15 -0.13
H 0.08 0.02 0.07
H 0.08 -0.16 -0.55
H 0.12 0.17 -0.14
C 0.09 0.52 -1.08
C -0.26 -0.62 1.62
C 0.81 -0.76 -0.32
C -0.66 0.99 0.52
N -0.18 -0.46 0.08
H -0.09 0.02 -0.05
H 0.05 0.10 0.24
H 0.03 -0.15 -0.32
H 0.10 -0.08 -0.48
H 0.02 0.09 -0.28
H 0.26 0.83 0.20
H -0.16 -0.50 -0.09
C 0.61 -0.23 -0.37
C -0.04 -0.06 0.65
C 0.23 0.83 -1.02
C -3.02 -3.76 2.41
N 2.44 3.66 -2.31
H -0.43 0.11 -0.30
H -0.58 0.05 0.40
H 0.31 -0.04 -0.12
H 0.46 0.03 0.43
H 0.02 -0.73 0.32
H -0.04 0.11 0.13
H -0.04 -0.05 -0.23
C 0.59 -0.07 -0.21
C 0.05 1.16 0.94
C -0.07 -0.84 -0.62
C 0.14 0.06 1.76
N -0.33 -0.21 -1.07
H -0.11 0.09 -0.08
H -0.17 0.18 0.13
H 0.20 -0.28 -0.10
H -0.28 0.03 -0.16
H 0.00 0.19 0.07
H -0.26 -0.17 -0.20
H 0.00 -0.08 -0.40
C 0.80 0.10 -0.30
C -1.39 0.55 -0.52
C -0.17 -0.60 0.89
C 0.32 0.49 0.77
N 0.02 0.01 0.05
H 0.10 -0.32 -0.06
H 0.01 -0.10 0.08
H 0.10 0.25 -0.23
H 0.49 0.08 -0.14
H -0.33 0.06 0.06
H 0.42 -0.58 -0.56
H -0.30 0.05 -0.09
C -0.03 -0.74 0.61
C -0.80 0.47 -0.82
C 0.46 0.81 0.09
C -0.76 0.51 0.44
N 0.36 -0.59 -0.35
H 0.05 0.52 0.14
H 0.20 -0.07 -0.07
H -0.42 -0.08 0.02
H -0.08 -0.28 -0.56
H 0.38 0.09 0.18
H 0.31 -0.43 0.08
H 0.27 -0.21 0.24
C -0.17 1.48 0.23
C 0.43 -1.02 -0.33
C -0.01 -0.44 -0.85
C -0.80 -0.21 -0.47
N 0.52 0.61 1.59
H 0.38 -0.36 0.17
H -0.57 0.17 -0.16
H 0.31 -0.24 -0.69
H -0.05 0.07 -0.07
H -0.07 -0.09 0.29
H 0.11 0.01 0.58
H 0.02 0.03 -0.25
C 0.19 0.70 0.28
C 0.19 -1.59 -0.62
C 0.29 -0.28 -0.78
C -0.24 -0.97 1.68
N 0.04 1.65 -1.25
H 0.25 -0.32 -0.30
H -0.23 0.02 0.21
H -0.17 0.36 -0.07
H 0.30 1.08 0.58
H -0.12 -0.58 0.25
H -0.41 -0.20 0.51
H 0.06 0.15 -0.43
C 0.94 -0.59 0.18
C -0.13 -0.09 -0.32
C 0.17 1.19 1.08
C 0.33 2.29 0.50
N -0.44 -3.39 -0.64
H -0.28 0.02 0.04
H 0.17 -0.01 0.02
H -0.21 0.13 -0.26
H -0.15 0.65 -0.43
H -0.33 -0.14 0.08
H 0.08 0.01 0.00
H -0.18 -0.07 -0.08
C 0.07 -0.57 -0.31
C 0.03 -0.99 -1.26
C -0.17 0.45 0.51
C -0.19 -0.10 0.20
N 0.40 0.03 -0.04
H -0.13 0.29 0.05
H 0.13 0.09 0.22
H -0.08 -0.10 0.15
H -0.03 0.35 0.54
H -0.10 0.08 -0.20
H 0.14 0.39 0.12
H -0.25 -0.02 -0.03
C 0.55 -0.89 0.94
C -0.15 1.86 -1.19
C -0.78 -1.38 0.04
C -1.10 1.06 -1.50
N 1.36 -0.88 0.95
H -0.16 0.18 -0.26
H 0.21 -0.11 0.31
H -0.12 0.34 0.06
H -0.51 0.12 0.56
H 0.32 0.16 -0.03
H 0.26 -0.30 -0.25
H 0.28 -0.04 0.38
C -0.89 1.28 -0.15
C -0.42 -1.93 0.48
C 1.05 0.42 0.40
C -3.86 1.84 -2.43
N 3.83 -1.48 2.19
H -0.16 -0.03 -0.09
H -0.05 0.23 -0.42
H 0.33 -0.44 0.04
H 0.68 0.02 0.13
H -0.31 0.20 0.02
H -0.01 0.05 0.00
H -0.12 -0.20 -0.15

The max |F| is 5.39 eV/Å. Its energy is -92023.249 eV. Its energy above the lowest of the compared OMol25 structures with the same formula, charge and spin is 216.7 kJ/mol.

Entry 2:
Entry from OMol25: a 2-piece molecular cluster, CH2S3 overall at a distorted geometry (ωB97M-V/def2-TZVPD).

Each line ends with the Mulliken charge.
CARTESIAN COORDINATES (ANGSTROEM)
C: 1.707035 -0.209365 -0.980194  0.50
S: 2.190692 -0.644200 0.442816  -0.24
S: -2.294802 0.112825 1.167900  -0.26
S: 1.227174 0.262625 -2.362058  -0.26
H: -1.676988 0.843132 0.161774  0.14
H: -1.153110 -0.365018 1.569762  0.12

Force components x, y, z for each atom (eV/Å):
C 0.34 -0.20 1.13
S -0.23 0.13 -0.69
S -0.40 1.03 -1.22
S -0.14 0.07 -0.43
H -0.54 -0.60 0.83
H 0.98 -0.43 0.37

The max |F| is 1.64 eV/Å. Its energy is -33574.777 eV. Its energy above the lowest of the compared OMol25 structures with the same formula, charge and spin is 5.7 kJ/mol.